Computed, not measured: a structure of composition C30H33Cl5CoN3O8PS3, with ωB97M-V with the def2-TZVPD basis set.

Summary:
Energy relative to the best compared isomer or geometry (same formula, charge and spin)   11.4 kcal per mole
Net charge   -2
Molecular weight   926.98 g mol⁻¹
2S+1   2
<S²>   0.758

Geometry (Å):
Co 0.410 -0.090 0.936
O -3.722 -1.383 2.353
C -3.924 -2.310 1.408
C -5.206 -2.849 1.272
C -5.469 -3.799 0.306
C -4.457 -4.244 -0.540
C -3.183 -3.722 -0.407
C -2.898 -2.750 0.551
C -1.540 -2.157 0.662
O -1.370 -1.178 1.466
N -0.602 -2.676 -0.098
N 0.617 -2.073 0.108
C 1.614 -2.755 -0.293
S 3.287 -2.340 0.020
C 3.994 -3.608 -1.107
C 2.944 -4.012 -2.113
S 1.377 -4.258 -1.222
H -2.770 -1.098 2.264
H -5.979 -2.493 1.942
H -6.471 -4.202 0.211
H -4.665 -4.991 -1.296
H -2.373 -4.054 -1.042
H 4.303 -4.456 -0.498
H 4.869 -3.166 -1.583
H 3.188 -4.951 -2.610
H 2.791 -3.234 -2.861
Cl 3.201 -1.284 7.865
C 2.809 -1.119 6.173
C 3.017 0.094 5.542
C 2.712 0.215 4.201
Cl 2.976 1.755 3.455
C 2.189 -0.845 3.410
O 1.958 -0.771 2.147
C 1.990 -2.046 4.141
Cl 1.308 -3.386 3.283
C 2.291 -2.197 5.479
H 3.411 0.939 6.089
H 2.119 -3.143 5.972
N 2.277 0.930 0.097
C 2.339 1.867 -0.956
C 2.141 3.223 -0.701
C 2.123 4.130 -1.751
C 2.300 3.694 -3.055
C 2.520 2.351 -3.314
C 2.550 1.441 -2.267
S 2.042 4.845 -4.412
O 0.636 4.627 -4.746
O 2.967 4.428 -5.460
O 2.324 6.161 -3.851
H 2.829 0.100 -0.075
H 2.543 1.322 0.990
H 1.972 3.546 0.321
H 1.962 5.188 -1.590
H 2.656 2.038 -4.342
H 2.721 0.385 -2.454
C -1.142 3.648 -0.814
C -0.854 2.483 -1.756
P -0.931 0.827 -0.949
C -2.762 0.641 -0.746
C -3.602 0.446 -2.005
C -0.502 -0.306 -2.360
C -0.670 0.205 -3.790
H -0.941 4.590 -1.327
H -0.508 3.593 0.071
H -2.182 3.656 -0.482
H 0.143 2.602 -2.177
H -1.558 2.482 -2.590
H -3.084 1.534 -0.206
H -2.931 -0.196 -0.072
H -3.491 1.271 -2.711
H -4.657 0.384 -1.731
H -3.336 -0.483 -2.511
H -1.075 -1.224 -2.202
H 0.546 -0.571 -2.203
H -1.704 0.465 -4.017
H -0.360 -0.576 -4.488
H -0.057 1.086 -3.979
Cl -0.611 3.547 4.678
C -1.564 2.314 3.818
Cl -2.555 3.067 2.563
C -0.577 1.229 3.264
O -0.376 0.296 4.030
O -0.076 1.483 2.131
H -2.235 1.868 4.540